Entry 1:
# C3H5N5

C3H5N5 in the gas phase (the ωB97M-V functional and the def2-TZVPD basis, the Open Molecules 2025 dataset).

Atoms and positions in Å:
N (-1.93, -0.62, -0.41)
N (1.34, -0.80, -1.61)
N (0.54, 1.67, 1.83)
N (0.13, 0.09, 0.29)
N (-0.98, -1.12, -1.19)
C (-1.22, -0.02, 0.54)
C (0.30, -0.65, -1.03)
C (1.01, 0.98, 0.87)
H (1.91, 1.25, 0.22)
H (2.31, -0.55, -1.15)
H (-1.26, -2.05, -1.59)
H (-0.36, 1.22, 2.05)
H (-1.81, 0.59, 1.19)

The calculation puts the total energy at -10639.8071 eV. For the LUMO energy, the calculation gives 0.4 eV. The relative energy (zero: lowest compared OMol25 entry of this formula, charge and spin) comes out at 3.067 eV.

Atom charges from the natural (NBO) analysis, given in e for atoms 1 to 6:
1. N -0.228
2. N -0.732
3. N -0.611
4. N -0.485
5. N -0.448
6. C 0.143

Entry 2:
# C3H13NO3

A 4-piece molecular cluster, C3H13NO3 overall (the ωB97M-V functional and the def2-TZVPD basis, the Open Molecules 2025 dataset).

Atoms and positions in Å:
O (-1.14, -2.89, -5.43)
O (3.51, 0.20, -0.04)
O (-1.19, -2.66, -0.14)
N (0.41, 0.38, 0.69)
C (-0.09, 1.95, 2.47)
C (-0.40, 1.45, 1.09)
C (-1.35, 1.98, 0.31)
H (-1.86, 2.88, 0.63)
H (0.57, -0.28, 1.44)
H (-0.33, 1.17, 3.20)
H (-0.66, 2.84, 2.72)
H (-1.21, -1.98, -5.12)
H (4.18, -0.12, 0.56)
H (-0.60, -2.83, 0.60)
H (-1.59, 1.56, -0.66)
H (0.05, -0.10, -0.13)
H (2.93, 0.77, 0.48)
H (0.97, 2.20, 2.57)
H (-0.29, -3.22, -5.15)
H (-1.90, -3.31, -0.07)

The calculation puts the total energy at -10953.9460 eV. For the LUMO energy, the calculation gives 0.5 eV. The relative energy (zero: lowest compared OMol25 entry of this formula, charge and spin) comes out at 0.826 eV.

Atom charges from the natural (NBO) analysis, given in e for atoms 1 to 6:
1. O -0.942
2. O -0.944
3. O -0.943
4. N -0.829
5. C -0.650
6. C 0.194

Entry 3:
# C2H5N2Si

An isolated ion of composition C2H5N2Si and charge +1 (the ωB97M-V functional and the def2-TZVPD basis, the Open Molecules 2025 dataset).

Atoms and positions in Å:
Si (0.81, -0.23, -2.20)
N (-0.63, 0.02, 1.74)
N (0.14, 0.09, -0.66)
C (-0.06, -0.48, 0.64)
C (-1.10, 0.39, 2.74)
H (0.76, 0.97, -3.03)
H (1.29, -1.32, -2.86)
H (-1.63, 0.93, 3.49)
H (0.19, 1.15, -0.66)
H (0.23, -1.52, 0.79)

Its total charge is +1. The calculation puts the total energy at -13001.3563 eV. For the LUMO energy (spin up / spin down), the calculation gives -5.3 / -5.3 eV. The relative energy (zero: lowest compared OMol25 entry of this formula, charge and spin) comes out at 3.550 eV.

Atom charges from the natural (NBO) analysis, given in e for atoms 1 to 6:
1. Si 1.325
2. N -0.220
3. N -0.942
4. C -0.081
5. C 0.239
6. H -0.132

Entry 4:
# C25H32N2O2S5Si2Ti

C25H32N2O2S5Si2Ti as an isolated structure (the ωB97M-V functional and the def2-TZVPD basis, the Open Molecules 2025 dataset).

Atoms and positions in Å:
Ti (0.97, -0.44, 0.41)
S (2.67, -0.30, 2.23)
S (5.86, -1.23, -0.52)
S (5.55, -1.16, 2.27)
S (8.21, -1.95, 1.17)
S (3.01, -0.43, -1.14)
Si (0.44, -3.15, 2.01)
Si (-1.19, -0.56, 2.97)
O (-3.69, 0.51, -3.96)
O (-2.84, 3.97, -3.70)
N (-0.11, -1.03, -1.20)
N (-2.69, 1.91, -2.48)
C (-0.14, 4.79, -1.31)
C (-2.50, 0.53, 2.18)
C (0.38, 5.48, -3.56)
C (0.48, 2.52, -0.53)
C (-0.04, 0.58, 3.89)
C (0.19, -2.09, -2.08)
C (-2.07, -1.55, 4.31)
C (-0.50, -2.29, -3.24)
C (-1.83, -0.34, -2.76)
C (4.26, -0.77, 0.03)
C (1.97, -3.48, 0.93)
C (-0.18, 5.74, -2.31)
C (0.98, 4.25, -3.79)
C (-2.81, 0.70, -3.14)
C (0.51, 1.57, 0.24)
C (1.01, -3.35, 3.79)
C (-0.68, -4.61, 1.62)
C (-1.16, -0.25, -1.58)
C (6.60, -1.55, 0.98)
C (0.46, 3.54, -1.53)
C (4.12, -0.74, 1.37)
C (1.02, 3.29, -2.79)
C (-1.53, -1.43, -3.65)
C (-0.44, -1.58, 1.65)
C (-3.48, 3.04, -2.82)
H (-1.45, 0.49, -0.85)
H (2.27, -2.67, 0.26)
H (-1.07, -4.51, 0.60)
H (-0.13, -5.55, 1.68)
H (-1.54, -4.66, 2.31)
H (0.34, 6.23, -4.34)
H (-3.09, 1.07, 2.94)
H (1.81, -4.36, 0.30)
H (1.67, -4.22, 3.87)
H (-2.79, -2.25, 3.87)
H (1.57, -2.46, 4.10)
H (-3.20, -0.07, 1.58)
H (-4.35, 2.68, -3.36)
H (-0.23, -3.14, -3.86)
H (1.48, 2.32, -2.96)
H (-0.60, 1.14, 4.65)
H (-2.07, -1.54, -4.57)
H (-1.85, 2.06, -1.94)
H (-1.35, -2.13, 4.90)
H (0.43, 1.29, 3.21)
H (-0.65, 6.70, -2.13)
H (-1.27, -1.83, 0.97)
H (-2.61, -0.89, 5.01)
H (-1.95, 4.16, -3.35)
H (-3.79, 3.55, -1.91)
H (-2.02, 1.26, 1.53)
H (0.76, 0.03, 4.39)
H (1.02, -2.72, -1.80)
H (1.42, 4.03, -4.75)
H (-0.58, 4.99, -0.34)
H (2.85, -3.66, 1.56)
H (0.17, -3.49, 4.47)

Its total charge is -2. As for the spin multiplicity: 3. The calculation puts the total energy at -126570.4358 eV. For the LUMO energy (spin up / spin down), the calculation gives 4.3 / 4.3 eV. Its expectation value of S² is 2.024. The relative energy (zero: lowest compared OMol25 entry of this formula, charge and spin) comes out at 0.113 eV.

Atom charges from the natural (NBO) analysis, given in e for atoms 1 to 6:
1. Ti 1.264
2. S -0.287
3. S 0.477
4. S 0.478
5. S -0.253
6. S -0.267

Entry 5:
# C3H10NO2PS

A 2-piece molecular cluster, C3H10NO2PS overall (the ωB97M-V functional and the def2-TZVPD basis, the Open Molecules 2025 dataset).

Atoms and positions in Å:
S (-1.42, 2.06, -1.82)
P (-1.06, 1.13, -0.15)
O (-2.49, 0.40, 0.42)
O (-0.70, 2.14, 1.00)
N (0.64, -0.59, 1.12)
C (1.66, -0.84, 0.23)
C (2.64, 0.40, 0.30)
C (-3.41, -0.12, -0.43)
H (0.02, 1.74, 1.53)
H (2.27, 1.22, -0.40)
H (-2.78, -0.46, -1.32)
H (3.51, -0.01, -0.26)
H (-4.03, -0.91, 0.05)
H (-4.16, 0.52, -0.99)
H (2.21, -1.80, 0.35)
H (-0.17, -1.29, 1.22)
H (3.03, 0.67, 1.25)
H (1.30, -0.87, -0.80)

The calculation puts the total energy at -28979.7200 eV. For the LUMO energy, the calculation gives -2.1 eV. The relative energy (zero: lowest compared OMol25 entry of this formula, charge and spin) comes out at 3.918 eV.

Atom charges from the natural (NBO) analysis, given in e for atoms 1 to 6:
1. S -0.459
2. P 1.586
3. O -0.788
4. O -0.988
5. N -0.680
6. C -0.274

Entry 6:
# C34H29N2OPtS3Sb

C34H29N2OPtS3Sb as an isolated structure (the ωB97M-V functional and the def2-TZVPD basis, the Open Molecules 2025 dataset).

Atoms and positions in Å:
Pt (-0.17, -0.57, -0.23)
Sb (-2.68, 0.49, 2.29)
S (1.70, -4.44, -1.93)
S (-0.38, -2.45, -1.28)
S (-0.39, -0.13, 1.95)
O (-0.50, 1.28, -0.87)
N (1.59, -0.57, -1.31)
N (2.14, -1.79, -1.69)
C (1.31, -2.76, -1.66)
C (-1.67, 2.62, 5.88)
C (-3.86, 4.17, -0.65)
C (-4.28, 2.88, -0.96)
C (-3.11, 4.40, 0.50)
C (-5.27, -3.02, 2.34)
C (-5.19, -3.47, 1.03)
C (-4.40, -2.80, 0.10)
C (3.19, 0.30, -2.92)
C (-4.56, -1.89, 2.73)
C (2.40, 4.16, -1.32)
C (1.11, 4.47, -0.87)
C (2.23, -2.99, 2.65)
C (-3.78, -1.21, 1.81)
C (3.07, -4.54, -0.69)
C (-3.18, 2.05, 1.00)
C (1.53, -5.29, 2.68)
C (2.14, 0.49, -1.88)
C (-1.67, 2.05, 4.61)
C (1.99, -5.45, 1.38)
C (1.65, -4.06, 3.32)
C (-3.70, 0.85, 5.16)
C (2.71, 2.87, -1.65)
C (1.76, 1.83, -1.50)
C (0.47, 2.16, -1.00)
C (-2.69, 1.17, 4.26)
C (-3.70, -1.67, 0.49)
C (-3.68, 1.42, 6.43)
C (-2.76, 3.34, 1.33)
C (0.17, 3.49, -0.70)
C (2.57, -4.39, 0.71)
C (-2.67, 2.30, 6.78)
C (2.68, -3.15, 1.35)
C (-3.95, 1.82, -0.14)
H (1.31, -3.95, 4.34)
H (-4.34, -3.15, -0.92)
H (-3.08, -1.15, -0.24)
H (-4.13, 4.99, -1.29)
H (3.16, -2.33, 0.83)
H (-5.87, -3.55, 3.06)
H (-2.81, 5.40, 0.76)
H (4.14, 0.00, -2.46)
H (3.80, -3.78, -0.96)
H (2.35, -2.04, 3.15)
H (-0.88, 3.30, 6.16)
H (-4.89, 2.71, -1.84)
H (-4.32, 0.83, -0.37)
H (-0.83, 3.70, -0.34)
H (3.34, 1.20, -3.49)
H (3.70, 2.64, -1.99)
H (-2.67, 2.74, 7.76)
H (3.50, -5.52, -0.89)
H (-4.51, 0.18, 4.90)
H (3.14, 4.93, -1.42)
H (0.87, 5.50, -0.64)
H (-5.74, -4.34, 0.72)
H (2.90, -0.51, -3.59)
H (1.89, -6.42, 0.90)
H (-4.63, -1.57, 3.76)
H (-2.19, 3.54, 2.23)
H (-4.46, 1.17, 7.14)
H (1.10, -6.13, 3.21)
H (-0.86, 2.28, 3.92)

Its total charge is +2. The calculation puts the total energy at -83028.8446 eV. For the LUMO energy, the calculation gives -8.7 eV.

Atom charges from the Löwdin analysis, given in e for atoms 1 to 6:
1. Pt 0.845
2. Sb 1.472
3. S 0.957
4. S 0.706
5. S 0.187
6. O -0.255